a | Below is the molecule C4H7N2OP, with properties calculated with wB97M-V/def2-TZVPD.

- Orbital gap: 9.06 eV
- Structure (SMILES): Cn1[nH]c(=O)cc1P
- Multiplicity: 1

Geometry as XYZ:
```
15
C4H7N2OP (wB97M-V/def2-TZVPD)
C 0.83 1.72 -0.02
N 0.01 0.58 0.49
N -1.28 0.82 0.20
C -1.96 -0.28 -0.29
O -3.17 -0.42 -0.60
C -0.90 -1.33 -0.42
C 0.24 -0.79 0.04
P 2.03 -1.48 -0.14
H 0.80 2.64 0.53
H 1.87 1.25 0.08
H 0.54 1.91 -1.04
H -1.78 1.62 0.54
H -0.91 -2.29 -0.69
H 1.38 -2.75 0.05
H 2.31 -1.20 1.26
```

Atomic partial charges in e from the natural (NBO) method, atoms 1 to 4: number 1, C, carries -0.41; number 2, N, carries -0.25; number 3, N, carries -0.45; number 4, C, carries 0.61

b | Below is the molecule C4H7N2OP, with properties calculated with wB97M-V/def2-TZVPD.

- Orbital gap: 7.77 eV
- Multiplicity: 1

Geometry as XYZ:
```
15
C4H7N2OP (wB97M-V/def2-TZVPD)
C 0.08 2.34 -0.01
C 1.27 1.52 0.31
C -1.53 0.69 -0.44
C -2.28 -0.56 -0.38
N -1.06 1.75 -0.08
N 1.21 0.25 0.18
O -2.29 -1.16 0.95
P 2.45 -0.84 0.28
H 0.12 3.43 0.03
H 2.13 2.17 0.54
H -3.32 -0.41 -0.64
H -1.77 -1.37 -0.89
H -1.45 -1.68 1.04
H 3.74 -0.17 0.29
H 2.61 -1.19 -1.03
```

Atomic partial charges in e from the natural (NBO) method, atoms 1 to 4: number 1, C, carries -0.23; number 2, C, carries 0.11; number 3, C, carries 0.38; number 4, C, carries -0.20

Stability, highest: a

a | Below is a structure of composition C38H43Br2F4N8OPS2Yb, with properties calculated with wB97M-V/def2-TZVPD.

- Orbital gap (alpha / beta): 6.84 / 5.00 eV
- ⟨S²⟩: 0.751
- Multiplicity: 2
- Total charge: +3

Geometry as XYZ:
```
100
C38H43Br2F4N8OPS2Yb (wB97M-V/def2-TZVPD)
Yb 12.83 12.53 13.68
N 11.93 12.89 15.94
C 10.60 13.43 15.85
C 10.50 14.57 14.77
N 10.82 14.15 13.35
C 9.67 13.47 12.64
C 9.74 11.97 12.96
N 10.95 11.26 12.52
H 11.96 12.16 16.70
H 12.54 13.61 16.28
H 10.29 13.98 16.74
H 9.81 12.66 15.67
H 11.26 15.32 15.05
H 9.47 15.00 14.80
H 10.93 15.04 12.83
H 9.85 13.60 11.56
H 8.69 13.90 12.92
H 8.87 11.52 12.48
H 9.58 11.79 14.04
H 11.05 11.27 11.51
H 10.89 10.28 12.82
F 16.08 12.32 5.93
C 15.03 11.73 6.61
C 14.87 10.37 6.50
F 15.51 9.67 5.49
C 13.82 9.82 7.23
F 13.34 8.59 6.88
C 13.20 10.51 8.31
P 12.10 9.78 9.53
C 12.86 8.20 9.92
C 14.24 8.04 9.71
C 14.84 6.82 9.89
C 14.14 5.73 10.40
C 12.81 5.90 10.72
C 12.18 7.14 10.51
C 10.64 9.35 8.49
C 9.48 10.13 8.39
C 8.36 9.68 7.72
C 8.38 8.44 7.03
C 9.54 7.68 7.11
C 10.73 8.17 7.74
C 13.39 11.90 8.42
Br 12.36 12.99 9.67
C 14.30 12.49 7.55
F 14.60 13.83 7.60
H 14.79 8.91 9.38
H 15.91 6.74 9.66
H 14.69 4.81 10.66
H 12.21 5.06 11.09
H 11.13 7.19 10.70
H 9.49 11.12 8.83
H 7.50 10.33 7.69
H 7.50 8.10 6.52
H 9.56 6.69 6.70
H 11.66 7.64 7.61
C 17.61 10.83 11.65
C 16.73 10.06 12.55
N 17.09 9.16 13.43
N 16.00 8.98 14.20
C 14.96 9.75 13.83
S 13.42 9.85 14.52
N 15.43 10.40 12.75
N 14.65 11.37 12.04
H 17.88 10.18 10.78
H 18.60 10.96 12.15
H 17.28 11.81 11.38
H 16.01 8.27 15.02
H 15.28 12.02 11.48
H 14.06 10.87 11.38
Br 5.86 9.22 15.47
C 7.52 8.49 14.98
C 8.34 7.82 15.91
C 9.57 7.34 15.46
C 9.98 7.57 14.14
N 9.19 8.25 13.30
C 7.98 8.69 13.69
H 8.02 7.58 16.92
H 10.23 6.77 16.16
H 10.93 7.24 13.71
H 7.38 9.15 12.94
C 18.86 16.25 10.06
C 18.05 15.65 11.17
C 16.63 15.44 11.03
C 15.90 15.10 12.18
C 16.57 14.81 13.40
C 17.97 14.98 13.51
C 18.67 15.40 12.40
S 15.60 14.34 14.77
C 15.56 15.96 15.55
O 14.18 14.25 14.18
H 19.29 17.26 10.24
H 18.21 16.40 9.20
H 19.70 15.62 9.79
H 16.04 15.61 10.14
H 14.82 14.99 12.09
H 18.44 14.88 14.48
H 19.74 15.65 12.49
H 16.44 16.14 16.20
H 14.62 16.03 16.10
H 15.55 16.77 14.77
```

Atomic partial charges in e from the Löwdin method, atoms 1 to 4: number 1, Yb, carries 1.63; number 2, N, carries -0.07; number 3, C, carries -0.24; number 4, C, carries -0.17

b | Below is a structure of composition C38H43Br2F4N8OPS2Yb, with properties calculated with wB97M-V/def2-TZVPD.

- Orbital gap (alpha / beta): 6.97 / 3.25 eV
- ⟨S²⟩: 0.769
- Multiplicity: 2
- Total charge: +3

Geometry as XYZ:
```
100
C38H43Br2F4N8OPS2Yb (wB97M-V/def2-TZVPD)
Yb -22.59 -10.39 2.73
N -22.10 -10.29 5.44
C -23.20 -9.52 6.10
C -23.73 -8.36 5.24
N -24.38 -8.90 4.03
C -24.96 -7.86 3.16
C -23.93 -7.04 2.48
N -22.83 -7.87 1.84
H -22.05 -11.20 5.93
H -21.20 -9.87 5.60
H -22.97 -8.98 7.02
H -23.96 -10.23 6.29
H -22.95 -7.67 5.03
H -24.47 -7.70 5.79
H -25.20 -9.52 4.35
H -25.55 -7.17 3.79
H -25.65 -8.33 2.44
H -23.54 -6.39 3.21
H -24.57 -6.43 1.77
H -21.94 -7.33 1.79
H -23.10 -8.13 0.84
F -17.08 -1.46 -1.74
C -17.59 -1.85 -0.54
C -17.24 -1.18 0.69
F -16.47 -0.10 0.77
C -17.76 -1.74 1.87
F -17.41 -1.08 3.04
C -18.51 -2.95 1.93
P -19.51 -3.53 3.31
C -18.11 -3.79 4.45
C -16.96 -4.41 3.98
C -15.89 -4.59 4.84
C -16.03 -4.34 6.25
C -17.24 -3.89 6.74
C -18.22 -3.54 5.82
C -20.41 -2.13 3.82
C -21.70 -1.96 3.28
C -22.41 -0.79 3.39
C -21.92 0.23 4.20
C -20.75 0.10 4.87
C -19.94 -1.00 4.62
C -18.82 -3.55 0.71
Br -19.83 -5.10 0.57
C -18.37 -2.99 -0.49
F -18.74 -3.63 -1.66
H -16.79 -4.55 2.93
H -14.94 -4.77 4.36
H -15.26 -4.65 6.92
H -17.35 -3.61 7.78
H -19.08 -2.94 6.18
H -22.13 -2.67 2.55
H -23.28 -0.59 2.74
H -22.54 1.12 4.34
H -20.53 0.85 5.63
H -18.90 -1.03 4.98
C -18.31 -14.48 3.01
C -18.39 -13.03 3.08
N -17.31 -12.26 3.21
N -17.80 -10.99 3.26
C -19.13 -10.91 2.93
S -19.83 -9.44 2.54
N -19.52 -12.22 2.94
N -20.89 -12.57 2.88
H -17.30 -14.89 2.91
H -18.99 -14.91 2.25
H -18.62 -14.83 3.99
H -17.22 -10.21 3.30
H -21.08 -13.22 2.10
H -21.08 -13.07 3.77
Br -19.93 -13.37 -1.37
C -21.59 -12.51 -0.79
C -22.78 -13.09 -1.22
C -23.98 -12.43 -1.02
C -23.97 -11.30 -0.23
N -22.79 -10.87 0.34
C -21.59 -11.30 -0.13
H -22.75 -13.97 -1.83
H -24.90 -12.84 -1.45
H -24.88 -10.72 0.02
H -20.74 -10.64 0.07
C -24.80 -18.16 5.71
C -24.91 -16.87 4.89
C -23.99 -15.79 5.14
C -24.15 -14.62 4.48
C -25.16 -14.50 3.55
C -26.00 -15.56 3.20
C -25.94 -16.71 3.92
S -25.28 -12.84 2.70
C -26.57 -12.16 3.82
O -24.03 -12.01 3.18
H -25.74 -18.27 6.30
H -24.00 -18.11 6.55
H -24.69 -19.07 5.09
H -23.27 -15.97 5.90
H -23.51 -13.72 4.67
H -26.67 -15.43 2.35
H -26.64 -17.53 3.78
H -26.11 -12.09 4.84
H -27.48 -12.82 3.75
H -26.83 -11.17 3.44
```

Atomic partial charges in e from the Löwdin method, atoms 1 to 4: number 1, Yb, carries 1.08; number 2, N, carries -0.02; number 3, C, carries -0.22; number 4, C, carries -0.22

Stability, highest: a

a | Below is a cluster of 2 separate species, C8H7NOS in total, with properties calculated with wB97M-V/def2-TZVPD.

- Orbital gap: 8.56 eV
- Structure (SMILES): N#CC(=O)c1ccccc1.S
- Multiplicity: 1

Geometry as XYZ:
```
18
C8H7NOS (wB97M-V/def2-TZVPD)
N -2.78 -1.37 -1.43
C -2.16 -1.44 -0.46
C -1.38 -1.06 0.72
O -1.92 -0.80 1.77
C -0.04 -0.78 0.29
C 0.53 -1.26 -0.91
C 1.78 -0.81 -1.21
C 2.39 0.15 -0.41
C 1.76 0.77 0.63
C 0.57 0.30 1.00
H 0.19 -2.13 -1.39
H 2.32 -1.17 -2.02
H 3.41 0.55 -0.76
H 2.35 1.39 1.37
H -0.02 0.78 1.75
S -2.30 2.31 -0.16
H -2.66 3.32 0.62
H -2.06 1.26 0.60
```

Atomic partial charges in e from the natural (NBO) method, atoms 1 to 4: number 1, N, carries -0.24; number 2, C, carries 0.16; number 3, C, carries 0.47; number 4, O, carries -0.48

b | Below is the molecule C8H7NOS, with properties calculated with wB97M-V/def2-TZVPD.

- Orbital gap (alpha / beta): 6.96 / 7.88 eV
- Multiplicity: 1

Geometry as XYZ:
```
18
C8H7NOS (wB97M-V/def2-TZVPD)
C 0.48 -0.46 3.47
C 0.21 -0.61 -1.86
C -1.08 -0.50 -1.19
C -1.40 -1.58 -0.52
C 1.11 0.52 -1.33
C -1.12 0.94 -0.67
C 0.42 0.01 1.03
C 0.37 0.99 -0.10
N 1.26 -0.92 4.17
O -1.93 -2.61 -0.29
S -0.62 0.15 2.35
H 0.63 -1.55 -2.15
H 2.10 0.01 -1.22
H 1.07 1.58 -1.90
H -1.46 1.63 -1.36
H -1.88 1.12 0.14
H 1.25 -0.65 1.16
H 0.60 1.94 0.24
```

Atomic partial charges in e from the natural (NBO) method, atoms 1 to 4: number 1, C, carries 0.02; number 2, C, carries -0.12; number 3, C, carries -0.34; number 4, C, carries 0.70

Stability, highest: a

a | Below is the molecule C8H10NP, with properties calculated with wB97M-V/def2-TZVPD.

- Orbital gap (alpha / beta): 7.78 / 7.73 eV
- Multiplicity: 1

Geometry as XYZ:
```
20
C8H10NP (wB97M-V/def2-TZVPD)
C 2.43 0.49 0.20
C 2.60 -0.82 -0.07
C 1.23 1.30 0.44
C 1.66 -1.92 -0.21
C 0.00 0.89 0.50
C 0.35 -1.78 -0.21
C -1.43 0.76 0.54
C -2.03 1.25 -0.78
N -1.92 -0.63 0.79
P -1.35 -2.00 -0.03
H 3.33 1.08 0.26
H 3.63 -1.14 -0.19
H 1.46 2.35 0.62
H 2.12 -2.89 -0.35
H -1.84 1.34 1.38
H -1.59 0.70 -1.61
H -1.82 2.31 -0.92
H -3.10 1.09 -0.78
H -2.07 -0.81 1.77
H -1.67 -1.59 -1.33
```

Atomic partial charges in e from the natural (NBO) method, atoms 1 to 4: number 1, C, carries -0.18; number 2, C, carries -0.20; number 3, C, carries -0.37; number 4, C, carries -0.33

b | Below is the molecule C8H10NP, with properties calculated with wB97M-V/def2-TZVPD.

- Orbital gap: 9.46 eV
- Structure (SMILES): [H]/N=C(\PC)c1ccccc1
- Multiplicity: 1

Geometry as XYZ:
```
20
C8H10NP (wB97M-V/def2-TZVPD)
H -2.17 2.21 -1.81
N -1.16 1.87 -1.48
C -1.09 0.72 -1.01
P -2.49 -0.58 -0.67
C -2.35 -0.75 1.18
C 0.35 0.28 -0.56
C 1.13 1.24 -0.01
C 2.40 0.86 0.45
C 2.81 -0.47 0.48
C 2.00 -1.43 -0.20
C 0.78 -1.04 -0.76
H -3.66 0.26 -0.76
H -2.25 0.34 1.62
H -1.23 -1.16 1.27
H -3.15 -1.35 1.75
H 0.95 2.32 -0.13
H 3.21 1.67 0.77
H 3.79 -0.76 0.95
H 2.12 -2.55 -0.04
H 0.03 -1.70 -1.02
```

Atomic partial charges in e from the natural (NBO) method, atoms 1 to 4: number 1, H, carries 0.35; number 2, N, carries -0.62; number 3, C, carries 0.08; number 4, P, carries 0.46

Stability, highest: b